1.
{
  "formula": "C19H22N5O6SeV",
  "method": "wB97M-V/def2-TZVPD",
  "elements": ["V", "O", "C", "O", "C", "O", "C", "C", "O", "O", "H", "H", "H", "H", "H", "Se", "N", "C", "C", "C", "C", "N", "C", "N", "H", "H", "H", "C", "C", "N", "C", "C", "C", "O", "C", "C", "C", "C", "N", "C", "H", "H", "H", "H", "H", "H", "H", "H", "H", "H", "H", "H", "H", "H"],
  "xyz": [[-0.71853, -0.59799, 1.66350], [-1.65960, -2.11989, 5.42633], [-1.41638, -1.91167, 4.17071], [-1.24495, -0.79273, 3.68409], [-1.40127, -3.15803, 3.32330], [-0.85231, -2.84722, 2.04791], [0.46915, -3.40288, 1.77679], [1.31074, -2.27704, 1.20462], [2.07941, -2.37147, 0.30710], [1.02361, -1.09145, 1.82534], [-1.69262, -1.28225, 5.92622], [-2.43568, -3.49176, 3.20286], [-0.85485, -3.95645, 3.82387], [0.37094, -4.21795, 1.06427], [0.91597, -3.76021, 2.70443], [-0.16419, 3.12887, 2.21247], [-1.78968, 3.79504, 2.21840], [-2.65184, 2.82880, 1.95251], [-4.07792, 2.91145, 1.87253], [-4.74690, 1.75614, 1.62151], [-4.04981, 0.51507, 1.45849], [-2.74789, 0.39298, 1.50629], [-2.06387, 1.55753, 1.73795], [-0.74775, 1.47499, 1.81052], [-4.58120, 3.85888, 2.01169], [-5.82473, 1.74046, 1.54675], [-4.62259, -0.38802, 1.28101], [3.61798, 1.08529, -0.76410], [3.20359, 0.16804, -1.90299], [2.48030, 0.86391, -2.96453], [3.24980, 1.77188, -3.83598], [2.89343, 3.23015, -3.61460], [1.21582, 0.60566, -3.33571], [0.69080, 1.01745, -4.35569], [0.35155, -0.27674, -2.46090], [-0.37181, -1.30286, -3.05854], [-1.25863, -2.05116, -2.29882], [-1.41805, -1.73123, -0.96791], [-0.74846, -0.71688, -0.39067], [0.12858, -0.01222, -1.12643], [4.10661, 0.51232, 0.02387], [2.75682, 1.60751, -0.33668], [4.31866, 1.84864, -1.10274], [2.60205, -0.66460, -1.53923], [4.09175, -0.28319, -2.35134], [3.06278, 1.48243, -4.86945], [4.30281, 1.58606, -3.62515], [1.84235, 3.40548, -3.83988], [3.48646, 3.86442, -4.27286], [3.09297, 3.53633, -2.58637], [-0.23873, -1.49083, -4.11637], [-1.82791, -2.86123, -2.73107], [-2.11474, -2.27216, -0.33847], [0.65792, 0.78428, -0.61885]],
  "atomic_forces_ev_per_a": [[0.0, -0.9, 0.4], [0.0, 0.1, -0.1], [0.0, 0.0, 0.1], [0.0, 0.0, -0.1], [-0.1, 0.0, 0.0], [0.1, 0.3, -0.1], [-0.2, -0.1, -0.1], [-0.1, 0.7, 0.3], [0.2, -0.2, -0.1], [0.0, -0.1, -0.4], [0.0, -0.1, 0.0], [0.0, 0.0, 0.0], [0.0, 0.0, 0.0], [0.0, 0.0, 0.0], [0.1, 0.0, 0.0], [-0.1, -0.1, -0.1], [0.2, -0.1, 0.0], [-0.1, 0.1, 0.0], [0.1, 0.0, 0.0], [0.1, -0.1, 0.0], [-0.2, 0.0, -0.1], [0.2, 0.3, 0.2], [-0.2, -0.2, -0.1], [0.0, 0.6, 0.1], [0.0, 0.0, 0.0], [0.0, 0.0, 0.0], [0.0, 0.0, 0.0], [0.0, 0.0, 0.0], [0.0, -0.1, 0.0], [0.1, 0.1, 0.0], [0.0, -0.1, 0.1], [0.0, 0.1, 0.0], [0.0, -0.3, -0.2], [0.0, 0.1, 0.1], [0.0, 0.0, 0.1], [0.0, 0.0, 0.0], [0.0, 0.0, 0.0], [-0.1, 0.1, -0.1], [0.0, -0.3, 0.0], [0.0, 0.0, 0.1], [0.0, 0.0, 0.0], [0.0, 0.0, 0.0], [0.0, 0.0, 0.0], [0.0, 0.1, 0.0], [0.0, 0.0, 0.0], [0.0, 0.0, 0.0], [0.0, 0.0, 0.0], [0.0, 0.0, 0.0], [0.0, 0.0, 0.0], [0.0, 0.0, 0.0], [0.0, 0.0, 0.0], [0.0, 0.0, 0.0], [0.0, 0.0, 0.0], [0.0, 0.0, 0.0]],
  "total_energy_ev": -130816.8809,
  "multiplicity": 3,
  "homo_ev": [-13.86, -13.87],
  "charge": 2,
  "relative_energy_kcal_mol": 0.0
}

---

2.
{
  "formula": "C6H6Cl2",
  "method": "wB97M-V/def2-TZVPD",
  "elements": ["C", "C", "C", "Cl", "C", "C", "C", "Cl", "H", "H", "H", "H", "H", "H"],
  "xyz": [[-1.03597, 1.61507, -0.52098], [-1.33074, 0.39356, -0.94828], [-1.06936, -0.81181, -0.13927], [-2.51576, -1.85831, -0.00363], [0.05197, -1.31975, 0.40531], [1.34142, -0.69684, 0.29351], [1.77623, 0.40420, 0.90472], [2.51236, -1.57710, -0.75466], [-0.58330, 1.73071, 0.46894], [-1.12750, 2.51853, -1.08678], [-1.83391, 0.28065, -1.86853], [-0.04462, -2.30207, 0.84983], [2.79889, 0.66026, 0.90835], [1.06031, 0.96290, 1.49146]],
  "atomic_forces_ev_per_a": [[0.8, -0.4, 1.0], [0.5, 0.4, 1.2], [-0.3, -0.9, 0.0], [0.4, 0.5, -0.1], [-1.7, 0.3, -0.9], [1.9, 0.6, -0.1], [-1.3, -1.0, -0.1], [-0.6, 0.2, 0.6], [-0.3, 0.1, -0.4], [-0.4, 0.2, -0.4], [-0.4, -0.4, -1.0], [0.3, 0.0, 0.1], [0.9, 0.5, -0.3], [0.2, 0.0, 0.2]],
  "total_energy_ev": -31362.2496,
  "multiplicity": 1,
  "homo_ev": -9.44,
  "smiles": "C=C/C(Cl)=C\\C(=C)Cl",
  "relative_energy_kcal_mol": 31.8
}

---

3.
{
  "formula": "C66H73N3O5Se2SiTeV",
  "method": "wB97M-V/def2-TZVPD",
  "elements": ["V", "C", "C", "C", "C", "C", "C", "C", "Se", "C", "C", "C", "C", "C", "C", "O", "C", "C", "C", "C", "C", "C", "C", "C", "C", "O", "C", "C", "C", "C", "C", "C", "H", "H", "H", "H", "H", "H", "H", "H", "H", "H", "H", "H", "H", "H", "H", "H", "H", "H", "H", "H", "H", "H", "H", "H", "H", "H", "H", "H", "H", "H", "H", "H", "H", "H", "H", "H", "H", "H", "H", "H", "O", "N", "O", "Te", "C", "C", "C", "C", "C", "C", "C", "C", "C", "C", "C", "C", "H", "H", "H", "H", "H", "H", "H", "H", "H", "H", "C", "N", "C", "Se", "N", "C", "C", "C", "C", "C", "C", "H", "H", "H", "H", "H", "H", "H", "H", "O", "Si", "C", "C", "C", "C", "C", "C", "C", "C", "C", "C", "C", "C", "C", "C", "C", "C", "C", "C", "H", "H", "H", "H", "H", "H", "H", "H", "H", "H", "H", "H", "H", "H", "H"],
  "xyz": [[0.40619, 0.23320, 0.19907], [0.15024, -3.65205, 6.56443], [0.16942, -4.57977, 5.35092], [-1.07308, -5.47939, 5.42667], [1.42553, -5.45467, 5.43423], [0.16870, -3.79496, 4.03475], [0.14850, -2.40633, 3.96989], [0.17522, -1.75557, 2.74939], [0.02635, 0.16143, 2.66825], [-1.90737, 0.17204, 2.50639], [-2.71388, 0.10915, 3.61692], [-4.10426, 0.05269, 3.49311], [-4.60934, 0.05618, 2.19790], [-3.83049, 0.11619, 1.03717], [-2.41880, 0.18902, 1.17373], [-1.60752, 0.27542, 0.17030], [-4.57281, 0.09418, -0.31759], [-5.43038, 1.36236, -0.43596], [-5.48433, -1.14285, -0.37829], [-3.65784, 0.03487, -1.54988], [-4.97898, -0.03078, 4.74642], [-4.73561, 1.19631, 5.63336], [-6.46485, -0.08850, 4.40760], [-4.62145, -1.29745, 5.53942], [0.24998, -2.42949, 1.50421], [0.37598, -1.76556, 0.40158], [0.17015, -3.85341, 1.55949], [0.16653, -4.46583, 2.80962], [0.10157, -4.76025, 0.31502], [-1.06053, -5.75849, 0.47129], [-0.14513, -4.00094, -0.99786], [1.41126, -5.55098, 0.17671], [0.13144, -4.24693, 7.48439], [-0.73460, -3.00777, 6.55949], [1.03577, -3.00951, 6.58980], [-1.07379, -6.06578, 6.35509], [-1.11165, -6.17502, 4.58415], [-1.98253, -4.87166, 5.39745], [1.42741, -6.04734, 6.35858], [2.32443, -4.83067, 5.41872], [1.48399, -6.14396, 4.58719], [0.09579, -1.80088, 4.86817], [-2.24292, 0.08915, 4.59641], [-5.68654, 0.00714, 2.06922], [-6.17677, 1.42049, 0.36241], [-5.95551, 1.38266, -1.40043], [-4.79696, 2.25203, -0.37056], [-6.27426, -1.11497, 0.37853], [-4.89729, -2.05095, -0.21658], [-5.96280, -1.20997, -1.36293], [-3.00087, 0.90007, -1.62016], [-4.29744, -0.00138, -2.44366], [-3.01874, -0.84910, -1.53568], [-4.97319, 2.11278, 5.08587], [-3.68874, 1.25814, 5.94313], [-5.35921, 1.15591, 6.53609], [-6.78706, 0.80328, 3.86174], [-7.04741, -0.14987, 5.33287], [-6.70358, -0.96667, 3.80010], [-3.57711, -1.28034, 5.86395], [-4.75684, -2.18530, 4.91543], [-5.25721, -1.39447, 6.42939], [0.16458, -5.55431, 2.83280], [-2.00747, -5.22511, 0.60109], [-0.93028, -6.42715, 1.32688], [-1.13329, -6.38074, -0.42833], [-1.01047, -3.33972, -0.92563], [-0.32232, -4.73748, -1.79350], [0.70375, -3.38308, -1.28590], [1.58664, -6.17735, 1.05862], [2.26400, -4.87830, 0.06582], [1.37163, -6.20137, -0.70799], [2.30155, 2.23314, 1.75349], [2.98262, 1.55505, 1.01699], [2.37477, 0.64680, 0.32869], [1.57486, -0.03965, -2.50248], [1.94483, -1.68466, -3.83397], [0.88997, -2.49334, -4.25378], [1.10293, -3.54508, -5.14238], [2.38233, -3.80597, -5.62133], [3.44336, -3.00855, -5.20244], [3.22056, -1.95781, -4.31746], [0.39626, 0.76938, -4.08533], [-0.99254, 0.62223, -4.06723], [-1.75091, 0.95875, -5.18540], [-1.12871, 1.44821, -6.33092], [0.25095, 1.62673, -6.34352], [1.00835, 1.29320, -5.22280], [-0.10986, -2.30807, -3.87866], [0.26758, -4.16185, -5.45459], [2.55184, -4.62234, -6.31347], [4.44829, -3.20616, -5.56024], [4.06203, -1.35389, -3.99615], [-1.47812, 0.24963, -3.17170], [-2.82869, 0.83890, -5.15949], [-1.71909, 1.70317, -7.20468], [0.74050, 2.01905, -7.22879], [2.08379, 1.43033, -5.23747], [6.14168, -1.81186, 1.26592], [5.90245, -0.90342, 0.16325], [4.82920, -0.97707, -0.68771], [3.56742, -2.26435, -0.79425], [4.93543, 0.11358, -1.49918], [6.06199, 0.86230, -1.19518], [6.59919, 2.00057, -1.74945], [7.79460, 2.46919, -1.22423], [8.43064, 1.80332, -0.17025], [7.88001, 0.65504, 0.38384], [6.69049, 0.20272, -0.14243], [5.20632, -2.31477, 1.49287], [6.47422, -1.24006, 2.13129], [6.88944, -2.56228, 1.00522], [4.14782, 0.38802, -2.07673], [6.10444, 2.51124, -2.56712], [8.24056, 3.36430, -1.63861], [9.36632, 2.18541, 0.21703], [8.36828, 0.13293, 1.19803], [0.34533, 1.96621, -1.19862], [0.21443, 3.50660, -1.56757], [1.86347, 4.29200, -2.06708], [3.04945, 3.57807, -1.84399], [4.29495, 4.14994, -2.10942], [4.38055, 5.44511, -2.60732], [3.21589, 6.17489, -2.82759], [1.97861, 5.60299, -2.55496], [-0.38740, 4.59782, -0.14025], [-0.06847, 4.25245, 1.18254], [-0.37030, 5.10254, 2.24248], [-0.99117, 6.32296, 2.00672], [-1.33003, 6.68364, 0.70688], [-1.03318, 5.82574, -0.35146], [-1.03496, 3.84278, -2.94872], [-2.39169, 3.60581, -2.66960], [-3.37736, 3.80214, -3.63029], [-3.02900, 4.25477, -4.90200], [-1.69640, 4.50597, -5.20087], [-0.71150, 4.29834, -4.23336], [2.99151, 2.57740, -1.42389], [5.19951, 3.58608, -1.90815], [5.34863, 5.88898, -2.81277], [3.27446, 7.19208, -3.19832], [1.08046, 6.19594, -2.71274], [0.42539, 3.30778, 1.37952], [-0.11313, 4.80909, 3.25431], [-1.21065, 6.99124, 2.83100], [-1.82405, 7.63085, 0.51705], [-1.31785, 6.11587, -1.35968], [-2.67694, 3.26094, -1.67819], [-4.41536, 3.60524, -3.38742], [-3.79383, 4.40551, -5.65517], [-1.41851, 4.85177, -6.19078], [0.32769, 4.48811, -4.48773]],
  "atomic_forces_ev_per_a": [[-0.5, 1.0, -0.9], [0.0, 0.1, 0.1], [-0.1, 0.1, -0.2], [-0.1, 0.0, 0.0], [0.1, -0.1, 0.0], [0.0, 0.1, 0.0], [0.0, 0.0, 0.0], [0.1, 0.0, 0.1], [-0.6, -0.1, 0.8], [0.1, 0.0, -0.1], [0.0, 0.0, 0.1], [0.1, 0.0, 0.1], [0.0, 0.0, -0.2], [-0.3, -0.1, 0.1], [0.5, 0.1, -0.3], [-0.9, -0.1, 0.1], [0.2, 0.0, 0.1], [0.0, 0.1, -0.1], [-0.1, 0.0, 0.0], [-0.1, 0.0, -0.1], [0.2, 0.0, -0.1], [0.0, 0.1, 0.1], [-0.1, 0.0, 0.0], [0.0, -0.1, 0.0], [0.1, 0.2, -0.2], [0.0, -0.6, 0.4], [0.0, -0.3, 0.2], [0.0, -0.1, -0.2], [0.0, 0.1, 0.0], [0.0, 0.0, 0.0], [0.0, -0.1, -0.1], [0.0, -0.1, 0.0], [0.0, 0.0, 0.0], [0.1, -0.1, 0.0], [-0.1, -0.1, 0.0], [0.0, 0.1, -0.1], [0.0, 0.0, 0.1], [0.1, 0.0, 0.0], [0.0, 0.0, -0.1], [-0.1, -0.1, 0.0], [0.0, 0.1, 0.1], [0.0, 0.0, 0.0], [0.0, 0.0, 0.0], [0.1, 0.0, 0.0], [0.1, 0.0, 0.0], [0.0, 0.0, 0.1], [0.0, 0.0, 0.0], [0.1, 0.0, -0.1], [0.0, 0.0, 0.0], [0.0, 0.0, 0.1], [-0.1, 0.0, 0.0], [0.1, 0.0, 0.0], [0.0, 0.0, 0.0], [0.0, 0.0, 0.0], [-0.1, 0.0, 0.0], [0.1, 0.0, -0.1], [0.0, -0.1, 0.0], [0.0, 0.0, 0.0], [0.0, 0.1, 0.0], [-0.1, 0.0, 0.0], [0.0, 0.0, 0.0], [0.1, 0.0, -0.1], [0.0, 0.1, 0.0], [0.1, 0.0, 0.0], [0.0, 0.1, -0.1], [0.0, 0.0, 0.1], [0.0, 0.0, 0.0], [0.0, 0.0, 0.0], [0.0, 0.0, 0.0], [0.0, 0.0, -0.1], [0.0, 0.0, 0.0], [0.0, 0.1, 0.1], [-0.4, 0.1, 0.3], [0.6, -0.6, -0.6], [1.1, 0.4, 0.5], [-0.2, 0.0, -0.7], [-0.1, -0.1, -0.1], [0.1, -0.1, -0.1], [0.1, 0.1, 0.1], [0.0, 0.2, 0.1], [-0.1, 0.0, 0.0], [0.0, -0.1, -0.1], [-0.1, -0.1, -0.1], [0.1, 0.1, -0.1], [0.2, 0.0, 0.0], [0.1, -0.1, 0.1], [-0.1, -0.1, 0.1], [-0.2, 0.0, 0.0], [0.0, 0.0, 0.0], [0.0, 0.0, 0.0], [0.0, 0.0, 0.0], [0.0, 0.0, 0.0], [0.0, 0.0, 0.0], [0.0, 0.0, 0.0], [0.0, 0.0, 0.0], [0.0, 0.0, 0.0], [0.0, 0.0, 0.0], [0.0, 0.0, 0.0], [0.0, 0.1, -0.2], [0.1, -0.1, 0.2], [0.4, 0.4, 0.0], [0.1, -0.2, 0.2], [0.2, 0.0, 0.1], [-0.5, -0.4, 0.0], [0.3, -0.1, -0.4], [0.2, -0.1, 0.3], [-0.1, 0.2, -0.2], [0.2, -0.1, 0.2], [-0.4, -0.4, 0.1], [-0.1, 0.0, 0.0], [0.0, 0.0, 0.0], [0.1, 0.0, 0.0], [0.0, 0.1, -0.1], [0.4, -0.5, 0.0], [0.0, 0.0, 0.0], [0.0, 0.0, 0.0], [0.0, 0.0, 0.0], [0.2, 0.2, 0.2], [-0.2, -0.3, 0.3], [0.3, 0.0, -0.1], [0.0, 0.3, -0.1], [-0.2, 0.1, 0.1], [-0.2, -0.1, 0.0], [0.0, -0.1, 0.0], [0.0, -0.2, 0.1], [0.0, 0.2, 0.3], [-0.2, 0.1, -0.2], [0.0, 0.0, -0.1], [0.0, 0.0, -0.1], [0.1, -0.2, -0.1], [0.1, -0.1, 0.2], [-0.2, 0.1, -0.3], [0.1, 0.1, -0.2], [0.2, 0.0, 0.0], [0.1, 0.0, 0.2], [0.0, 0.0, 0.2], [-0.2, 0.0, 0.1], [0.0, 0.1, 0.0], [-0.7, 0.7, 0.2], [0.0, 0.0, 0.0], [0.0, 0.0, 0.0], [0.0, 0.0, 0.0], [0.0, 0.0, 0.0], [0.0, 0.0, 0.0], [0.0, 0.0, 0.0], [0.0, 0.0, 0.0], [0.0, 0.0, 0.0], [0.0, 0.0, -0.1], [0.0, 0.0, 0.0], [0.0, 0.0, 0.0], [0.0, 0.0, 0.0], [-0.1, 0.0, 0.0]],
  "total_energy_ev": -255891.3529,
  "multiplicity": 4,
  "homo_ev": [-0.86, -2.23],
  "charge": -2,
  "relative_energy_kcal_mol": 20.1
}